The following is a quantum chemistry calculation of a molecular structure, C30H42N10O4PYb, from the OMol25 dataset.

```
88
Properties=species:S:1:pos:R:3:forces:R:3
Yb -0.71357 -1.36000 0.92157 -0.63 1.08 -0.20
C -1.00034 -3.56892 2.16045 -0.85 1.43 0.64
C -0.66081 -2.59151 3.17312 0.01 -1.06 -0.54
C -1.75652 -1.72461 3.31445 0.41 1.62 0.55
C -2.73630 -2.05431 2.36484 -0.50 0.42 -0.18
C -2.29287 -3.20002 1.68090 0.11 -0.82 -0.80
H -0.44294 -4.43712 1.86795 0.24 -0.14 -0.04
H 0.25817 -2.58456 3.73763 -0.05 -0.02 0.16
H -1.82597 -0.84320 3.99750 0.18 -1.04 -0.55
H -3.63961 -1.45184 2.18880 0.35 -0.64 0.09
H -2.81239 -3.69194 0.84616 0.18 0.20 0.60
C -3.99048 1.28813 -2.28005 -1.54 0.91 0.26
N -3.16697 0.21632 -2.73299 0.93 -1.08 -0.10
C -3.33146 -0.10401 -4.14215 1.23 -0.32 -0.78
C -2.39008 -0.57302 -1.93119 0.68 0.06 -0.36
N -2.40380 -0.67435 -0.63481 0.18 0.44 -0.62
N -1.44427 -1.29166 -2.66899 0.03 0.57 -1.75
C -0.68076 -2.36864 -2.27604 -0.84 -0.27 0.42
N -0.35657 -3.22218 -3.26129 -0.28 -0.12 -1.08
N -0.40865 -2.54066 -1.01752 0.42 -0.71 0.11
H -3.73555 2.24701 -2.77680 0.06 -0.56 0.02
H -3.86373 1.48936 -1.19570 -0.45 -0.38 -0.58
H -5.05694 1.04156 -2.61178 1.16 0.54 1.03
H -3.41415 -1.18615 -4.31632 0.12 0.32 0.08
H -2.55435 0.34340 -4.81863 -0.25 -0.44 0.69
H -4.22453 0.32676 -4.51084 -1.09 0.43 -0.08
H -3.18843 -0.14378 -0.29845 -0.45 0.27 0.66
H -1.36697 -1.03254 -3.68125 -0.03 -0.43 1.64
H -0.78919 -3.22542 -4.21676 0.73 0.08 1.70
H 0.28956 -3.95381 -3.01535 -0.04 -0.09 -0.36
H -0.01642 -3.46525 -0.76971 -0.26 0.55 -0.67
C -0.30938 2.84013 -0.23733 0.42 -0.13 -0.82
C -0.81858 2.09827 0.91685 -1.02 -1.07 0.90
O -0.35116 0.95101 1.15418 -0.47 -0.14 0.31
N -1.83799 2.63059 1.61361 0.35 0.63 -1.26
C -2.52979 2.01763 2.71074 0.88 -1.17 0.11
C -3.98311 1.70198 2.48866 0.72 0.34 1.67
C -4.79871 1.83012 3.60534 -1.24 -0.30 -0.87
C -6.17314 1.60000 3.44362 0.37 0.26 0.49
C -6.63163 1.20079 2.21171 -0.04 0.39 -0.72
C -5.69179 1.10785 1.18596 -1.03 -0.25 -0.48
N -4.39391 1.33567 1.30478 -0.09 -0.17 -0.86
H 0.78662 2.94346 -0.14951 -0.54 0.10 -0.13
H -0.81797 3.79484 -0.33847 0.24 0.10 -0.27
H -0.50955 2.16475 -1.10267 0.21 0.68 0.39
H -2.22057 3.51532 1.25817 0.40 -0.61 0.32
H -2.44386 2.65199 3.56470 0.05 0.55 0.63
H -1.94483 1.11333 2.96588 -0.42 0.26 -0.16
H -4.37893 2.13993 4.52993 0.16 0.28 0.67
H -6.91737 1.80211 4.20829 0.41 -0.15 0.25
H -7.70945 1.11809 2.02281 0.63 -0.22 -0.03
H -6.01910 0.89297 0.18065 -0.18 -0.23 -0.17
C 2.28075 -1.34213 -4.67150 -1.66 -0.63 -0.12
O 1.72259 -0.95706 -3.37357 -0.18 -0.12 -0.64
P 1.99449 0.49320 -2.69035 -0.78 0.17 -0.66
O 1.79007 1.58481 -3.92670 -0.54 -0.39 -0.10
C 0.44073 1.91624 -4.33969 0.64 0.01 2.02
O 3.57539 0.43237 -2.76929 1.52 0.43 0.34
C 4.38326 1.30547 -1.95842 -0.58 -0.44 0.57
H 3.16051 -0.79290 -4.89437 0.87 0.33 -0.07
H 1.52689 -1.13154 -5.46840 0.49 -0.06 0.60
H 2.45184 -2.43874 -4.67651 0.07 0.77 0.24
H -0.15447 2.10854 -3.41343 0.12 0.04 -0.68
H -0.00864 1.09301 -4.85719 -0.23 -0.47 -0.56
H 0.47679 2.80679 -4.94413 0.06 0.16 -0.21
H 4.96059 0.71626 -1.26115 0.20 -0.43 0.09
H 3.75894 1.95220 -1.34820 -0.17 0.31 -0.06
H 5.07342 1.88959 -2.52933 0.10 0.30 -0.70
N 8.56761 1.71238 5.28966 0.31 0.42 0.42
C 7.66250 1.41444 4.65717 -0.38 -0.68 -0.77
C 6.65283 0.82163 3.80371 -0.68 -0.40 0.45
C 5.80619 1.62556 3.00811 1.19 -1.44 0.52
C 4.89036 0.97489 2.22178 -0.98 0.21 -0.34
C 4.71302 -0.38746 2.31581 0.11 -0.33 -1.10
C 5.52225 -1.18885 3.07029 0.85 0.93 0.52
C 6.49781 -0.59002 3.85310 0.30 1.11 0.03
N 3.68548 -0.97125 1.48482 0.38 -0.34 0.02
C 3.75097 -1.73186 0.31944 -0.14 1.07 0.61
C 2.47200 -1.97004 -0.03191 -0.68 -0.28 0.89
N 1.60725 -1.44333 0.95188 0.67 -0.60 -1.15
C 2.40538 -0.86336 1.80787 -0.32 0.23 0.65
H 5.98149 2.66921 2.99137 -0.08 0.85 -0.14
H 4.23585 1.44398 1.49760 0.13 0.55 0.18
H 5.47807 -2.23030 2.99840 -0.35 -1.47 0.13
H 7.14890 -1.17313 4.50702 -0.18 0.16 -0.33
H 4.67801 -1.88398 -0.16172 0.65 -0.37 -0.40
H 2.09922 -2.58069 -0.82609 0.00 0.16 -0.33
H 2.12269 -0.39778 2.72927 -0.27 0.28 0.19
```
Forces are in eV/Å.

Values from the calculation:
Energy above the lowest of the compared OMol25 structures with the same formula, charge and spin ... 22.7 kcal per mole
E_LUMO (spin up / spin down) ... -4.302 / -4.672 eV
2S+1 ... 2
M ... 810.75 g/mol
<S²> ... 0.751
E ... -95692.8418 eV
Net charge ... +2
HOMO-LUMO gap (spin up / spin down) ... 9.4 / 9.0 eV

Löwdin population analysis, charges in e, atoms 1 to 8: Yb 1.6236; C -0.1942; C -0.2077; C -0.2083; C -0.2178; C -0.2220; H 0.1009; H 0.1011

The following is a quantum chemistry calculation of a molecular structure, C30H43BBrN11O2RuSi, from the OMol25 dataset.

```
90
Properties=species:S:1:pos:R:3:forces:R:3
Ru -0.54497 0.44221 1.14617 -0.02 0.78 0.51
B -1.18349 0.54285 4.93447 -0.10 -0.22 0.11
N -2.14174 1.28023 3.94338 0.20 0.02 -0.04
C -3.17260 2.02889 4.34111 -0.01 0.10 0.12
C -3.84965 2.50538 3.23159 -0.04 0.03 -0.06
C -3.14341 1.98531 2.15946 0.11 -0.02 0.19
N -2.11308 1.23289 2.59189 -0.37 -0.02 -0.34
N 0.28348 0.59699 4.38321 -0.05 0.05 -0.03
C 1.38441 0.45312 5.12423 0.01 0.03 0.14
C 2.50175 0.62369 4.32048 0.09 0.06 -0.01
C 1.97451 0.87470 3.06315 -0.16 0.15 0.06
N 0.63102 0.85530 3.10846 0.35 -0.23 -0.19
H -1.53927 -0.60305 5.10386 0.08 0.12 -0.15
H -1.21098 1.16429 5.97032 0.00 -0.06 -0.11
H -3.35380 2.18253 5.39334 0.04 -0.03 -0.07
H -4.72045 3.14004 3.20623 0.08 -0.05 0.02
H -3.31311 2.13875 1.11059 0.01 -0.04 -0.03
H 1.30652 0.25754 6.18319 -0.02 0.04 -0.08
H 3.53859 0.59394 4.61329 -0.08 -0.02 -0.01
H 2.48149 1.07965 2.13169 -0.01 -0.01 0.02
C 0.15123 3.66447 2.29073 0.01 0.03 -0.17
O 0.19949 2.85497 1.09538 -0.08 0.11 0.33
C 0.76832 3.41245 -0.01218 0.01 0.10 0.32
C 1.45258 4.60924 -0.04058 0.04 0.09 0.02
C 1.98103 5.04866 -1.25244 0.01 0.02 0.00
Br 2.89578 6.69601 -1.30181 0.01 0.03 0.00
C 1.85180 4.30683 -2.40350 0.00 -0.06 -0.08
C 1.17567 3.08342 -2.36070 0.07 -0.03 -0.27
C 0.61694 2.65579 -1.16446 -0.06 -0.25 -0.17
O -0.08424 1.49952 -1.05690 -0.03 0.09 0.38
C 1.03976 2.19868 -3.52030 0.07 0.02 0.00
N 0.30891 1.10652 -3.48231 -0.11 -0.07 -0.21
C 0.45217 0.49715 -4.72525 -0.10 -0.02 0.19
C -0.10170 -0.67966 -5.22662 -0.08 -0.04 -0.03
C 0.23624 -1.04570 -6.51409 0.01 0.02 0.02
C 1.10131 -0.26101 -7.29600 0.00 -0.01 0.03
C 1.64689 0.91239 -6.81384 0.00 0.01 -0.02
C 1.30321 1.26907 -5.51444 0.11 0.16 0.07
N 1.66320 2.34808 -4.71489 0.00 0.01 -0.15
H -0.31600 4.62084 2.06088 -0.02 0.02 -0.04
H 1.15358 3.81423 2.68925 0.04 -0.02 -0.02
H -0.44685 3.12021 3.00856 -0.04 -0.04 0.00
H 1.58319 5.20753 0.84923 -0.01 -0.02 -0.02
H 2.26426 4.68270 -3.33146 0.00 -0.03 0.06
H -0.11359 1.08228 -1.99747 0.07 -0.11 -0.09
H -0.78128 -1.27392 -4.62721 0.05 0.06 -0.10
H -0.17435 -1.95472 -6.93565 0.02 0.04 0.02
H 1.34466 -0.58469 -8.29970 -0.02 0.02 0.03
H 2.30498 1.52128 -7.42066 -0.01 -0.03 0.02
H 2.28580 3.09389 -4.97121 0.01 0.00 0.01
C 2.53215 -1.84040 1.61833 0.19 0.37 0.13
Si 0.79624 -1.82839 0.92953 0.19 -0.49 -0.33
C 1.01924 -2.09456 -0.95621 -0.29 0.10 0.01
C 2.05500 -1.07253 -1.44594 0.09 -0.07 -0.15
C -0.28750 -1.91428 -1.74174 0.09 -0.05 -0.07
C 1.54275 -3.51277 -1.21379 -0.01 -0.03 -0.18
C -0.13048 -3.17818 1.88872 -0.17 -0.02 -0.13
C -0.41500 -2.61250 3.28162 0.05 -0.20 0.11
C 0.76920 -4.41701 2.01274 -0.09 -0.12 0.18
C -1.45504 -3.58955 1.23777 0.02 -0.14 0.05
H 3.00168 -2.77864 1.31196 0.01 0.03 -0.01
H 2.53815 -1.78992 2.70714 0.04 -0.04 -0.02
H 3.14524 -1.01945 1.24144 0.00 -0.08 0.05
H 1.82162 -0.05188 -1.12747 0.02 -0.06 -0.02
H 2.08675 -1.07569 -2.54290 0.03 0.00 0.07
H 3.05699 -1.31466 -1.08544 -0.05 0.00 -0.01
H -0.69793 -0.90773 -1.62362 0.03 -0.10 -0.05
H -1.05356 -2.63218 -1.43435 0.05 0.07 -0.02
H -0.09637 -2.06395 -2.81192 0.01 -0.03 0.17
H 2.45987 -3.73006 -0.66265 -0.03 0.01 -0.02
H 1.76714 -3.62380 -2.28271 0.01 0.00 0.07
H 0.79985 -4.27204 -0.95846 0.04 0.05 -0.05
H 0.50302 -2.35616 3.82084 -0.08 0.03 -0.03
H -0.95369 -3.35566 3.88113 0.04 0.04 0.01
H -1.03883 -1.71938 3.24330 -0.08 0.05 0.00
H 1.69862 -4.20159 2.54139 -0.03 -0.01 0.00
H 1.01835 -4.85879 1.04709 -0.02 0.02 0.08
H 0.23548 -5.17969 2.59316 0.04 0.04 -0.03
H -2.13111 -2.74084 1.13727 0.04 -0.07 0.02
H -1.94803 -4.34144 1.86654 0.03 0.03 -0.04
H -1.30330 -4.03849 0.25023 -0.03 0.04 0.09
N -4.25569 -2.38852 -1.21789 0.33 0.02 -0.21
N -3.71199 -1.13566 -1.04172 -0.17 -0.14 -0.03
N -3.91821 -0.15631 -1.89059 0.03 -0.04 0.08
C -3.13362 0.79010 -1.38863 0.13 0.04 0.05
N -2.49983 0.36976 -0.28762 -0.08 -0.46 0.05
N -2.88576 -0.88343 -0.08359 -0.20 0.43 -0.13
H -5.11274 -2.30075 -1.74519 -0.13 0.02 0.07
H -4.36321 -2.83892 -0.31948 -0.12 0.03 0.08
H -3.03367 1.77415 -1.81873 0.03 -0.10 0.03
```
Forces are in eV/Å.

Values from the calculation:
E_LUMO (spin up / spin down) ... -2.415 / -4.508 eV
2S+1 ... 6
M ... 809.62 g/mol
<S²> ... 8.756
E ... -133464.6609 eV
Net charge ... +1
HOMO-LUMO gap (spin up / spin down) ... 7.5 / 6.5 eV

Löwdin population analysis, charges in e, atoms 1 to 8: Ru 1.3871; B -0.4012; N -0.0786; C -0.0756; C -0.0449; C -0.1699; N -0.0800; N -0.0680